Molecular formula: C36H107N7O14
Method: DFT, the ωB97M-V functional and the def2-TZVPD basis

- LUMO level: 0.43 eV
- Relative energy (zero: lowest compared OMol25 entry of this formula, charge and spin): 0.0 kcal/mol
- E_HOMO: -8.74 eV
- F_max: 0.06648 hartree/bohr
- Kohn-Sham gap: 9.2 eV
- Calculated total energy: -78154.188 eV

Bonds (Å) are listed after each position.
Cartesian coordinates (Å):
1 C -0.855 -0.950 5.088  C2 1.583, H4 1.090, H5 1.090, H6 1.090
2 C -0.167 -0.909 6.513  C1 1.583, O3 1.376, H7 1.090, H8 1.090
3 O -1.026 -1.349 7.492  C2 1.376, H9 0.960
4 H -0.063 -0.700 4.382  C1 1.090
5 H -1.450 -0.095 4.769  C1 1.090
6 H -1.350 -1.871 4.780  C1 1.090
7 H 0.262 0.063 6.759  C2 1.090
8 H 0.649 -1.628 6.580  C2 1.090
9 H -1.850 -0.864 7.584  O3 0.960
10 C 4.627 -2.512 1.328  C11 1.487, H13 1.090, H14 1.090, H15 1.090
11 C 3.768 -2.402 0.119  C10 1.487, O12 1.367, H16 1.090, H17 1.090
12 O 4.222 -1.467 -0.770  C11 1.367, H18 0.960
13 H 5.601 -2.971 1.161  C10 1.090
14 H 4.153 -2.952 2.206  C10 1.090
15 H 4.808 -1.462 1.559  C10 1.090
16 H 2.717 -2.223 0.345  C11 1.090
17 H 3.806 -3.357 -0.406  C11 1.090
18 H 3.445 -1.106 -1.203  O12 0.960
19 C -1.164 -5.291 -3.298  C20 1.517, H22 1.090, H23 1.090, H24 1.090
20 C -2.020 -4.051 -3.115  C19 1.517, O21 1.432, H25 1.090, H26 1.090
21 O -1.802 -3.057 -4.122  C20 1.432, H27 0.960
22 H -1.427 -5.749 -4.252  C19 1.090
23 H -1.494 -5.985 -2.526  C19 1.090
24 H -0.115 -4.996 -3.290  C19 1.090
25 H -1.807 -3.623 -2.135  C20 1.090
26 H -3.067 -4.352 -3.094  C20 1.090
27 H -2.401 -2.324 -3.963  O21 0.960
28 C -5.054 3.721 1.204  C29 1.615, H31 1.090, H32 1.090, H33 1.090
29 C -5.671 2.455 0.412  C28 1.615, O30 1.394, H34 1.090, H35 1.090
30 O -4.808 1.448 0.841  C29 1.394, H36 0.960
31 H -5.146 3.679 2.289  C28 1.090
32 H -5.610 4.611 0.910  C28 1.090
33 H -4.009 3.941 0.987  C28 1.090
34 H -5.717 2.548 -0.673  C29 1.090
35 H -6.700 2.294 0.735  C29 1.090
36 H -4.864 1.469 1.800  O30 0.960
37 O -2.938 -2.170 -0.234  H38 0.957, H39 0.957
38 H -2.448 -1.798 -0.967  O37 0.957
39 H -2.383 -2.879 0.090  O37 0.957
40 O -3.298 -0.655 -3.495  H41 0.957, H42 0.957
41 H -3.150 0.282 -3.367  O40 0.957
42 H -4.021 -0.867 -2.905  O40 0.957
43 O -3.412 -1.100 2.327  H44 0.957, H45 0.957
44 H -3.281 -0.272 1.866  O43 0.957
45 H -3.355 -1.767 1.643  O43 0.957
46 C -0.447 -2.669 2.154  C47 1.499, H52 1.090, H53 1.090, H54 1.090
47 C 0.029 -3.842 1.350  C46 1.499, C48 1.539, N51 1.467, H55 1.090
48 C 0.823 -4.831 2.221  C47 1.539, O49 1.403, H56 1.090, H57 1.090
49 O 1.944 -4.296 2.874  C48 1.403, C50 1.466
50 C 2.595 -5.163 3.862  O49 1.466, H58 1.090, H59 1.090, H60 1.090
51 N -1.090 -4.469 0.638  C47 1.467, H61 1.010, H62 1.010
52 H -1.485 -2.822 2.449  C46 1.090
53 H -0.500 -1.732 1.599  C46 1.090
54 H 0.206 -2.391 2.981  C46 1.090
55 H 0.797 -3.435 0.692  C47 1.090
56 H 1.004 -5.808 1.771  C48 1.090
57 H 0.157 -4.982 3.070  C48 1.090
58 H 2.061 -5.096 4.810  C50 1.090
59 H 3.641 -4.912 4.036  C50 1.090
60 H 2.697 -6.209 3.574  C50 1.090
61 H -0.704 -5.368 0.385  N51 1.010
62 H -1.815 -4.760 1.278  N51 1.010
63 C -0.250 -1.357 -1.756  C64 1.577, H69 1.090, H70 1.090, H71 1.090
64 C 0.425 0.046 -1.507  C63 1.577, C65 1.575, N68 1.445, H72 1.090
65 C 0.310 0.704 -0.080  C64 1.575, O66 1.477, H73 1.090, H74 1.090
66 O -1.108 0.717 0.333  C65 1.477, C67 1.394
67 C -1.312 1.432 1.512  O66 1.394, H75 1.090, H76 1.090, H77 1.090
68 N 1.799 0.001 -1.954  C64 1.445, H78 1.010, H79 1.010
69 H -1.333 -1.239 -1.785  C63 1.090
70 H 0.132 -1.981 -0.949  C63 1.090
71 H 0.008 -1.866 -2.684  C63 1.090
72 H -0.030 0.809 -2.138  C64 1.090
73 H 0.707 1.716 0.001  C65 1.090
74 H 0.837 0.078 0.639  C65 1.090
75 H -1.261 2.501 1.306  C67 1.090
76 H -0.637 1.174 2.328  C67 1.090
77 H -2.332 1.300 1.875  C67 1.090
78 H 1.882 -0.556 -2.793  N68 1.010
79 H 2.110 0.941 -2.153  N68 1.010
80 C -1.434 1.280 -6.248  C81 1.514, H86 1.090, H87 1.090, H88 1.090
81 C 0.030 1.470 -5.911  C80 1.514, C82 1.575, N85 1.395, H89 1.090
82 C 0.348 3.013 -5.884  C81 1.575, O83 1.421, H90 1.090, H91 1.090
83 O -0.018 3.719 -7.061  C82 1.421, C84 1.407
84 C 1.042 3.668 -7.984  O83 1.407, H92 1.090, H93 1.090, H94 1.090
85 N 0.210 1.002 -4.609  C81 1.395, H95 1.010, H96 1.010
86 H -1.722 0.229 -6.276  C80 1.090
87 H -1.562 1.655 -7.264  C80 1.090
88 H -2.239 1.671 -5.626  C80 1.090
89 H 0.588 0.804 -6.569  C81 1.090
90 H 1.367 3.133 -5.516  C82 1.090
91 H -0.328 3.428 -5.137  C82 1.090
92 H 1.938 4.076 -7.515  C84 1.090
93 H 0.767 4.129 -8.933  C84 1.090
94 H 1.189 2.620 -8.245  C84 1.090
95 H -0.410 0.208 -4.526  N85 1.010
96 H -0.126 1.675 -3.934  N85 1.010
97 C -4.209 3.445 -2.911  C98 1.572, H103 1.090, H104 1.090, H105 1.090
98 C -2.810 2.783 -2.632  C97 1.572, C99 1.581, N102 1.438, H106 1.090
99 C -1.651 3.805 -2.299  C98 1.581, O100 1.434, H107 1.090, H108 1.090
100 O -0.421 3.075 -2.395  C99 1.434, C101 1.391
101 C 0.720 3.867 -2.326  O100 1.391, H109 1.090, H110 1.090, H111 1.090
102 N -3.021 1.713 -1.695  C98 1.438, H112 1.010, H113 1.010
103 H -4.844 2.627 -3.251  C97 1.090
104 H -4.046 4.254 -3.623  C97 1.090
105 H -4.710 3.867 -2.040  C97 1.090
106 H -2.462 2.371 -3.580  C98 1.090
107 H -1.723 4.230 -1.298  C99 1.090
108 H -1.642 4.670 -2.963  C99 1.090
109 H 1.558 3.238 -2.630  C101 1.090
110 H 0.958 4.323 -1.365  C101 1.090
111 H 0.660 4.672 -3.058  C101 1.090
112 H -3.697 1.877 -0.963  N102 1.010
113 H -2.192 1.786 -1.124  N102 1.010
114 C 5.332 1.896 6.595  C115 1.520, H120 1.090, H121 1.090, H122 1.090
115 C 4.002 2.002 5.865  C114 1.520, C116 1.522, N119 1.445, H123 1.090
116 C 4.066 1.858 4.351  C115 1.522, O117 1.418, H124 1.090, H125 1.090
117 O 2.858 2.038 3.630  C116 1.418, C118 1.408
118 C 2.962 2.096 2.227  O117 1.408, H126 1.090, H127 1.090, H128 1.090
119 N 3.152 0.919 6.303  C115 1.445, H129 1.010, H130 1.010
120 H 6.163 2.435 6.141  C114 1.090
121 H 5.728 0.880 6.599  C114 1.090
122 H 5.099 2.201 7.615  C114 1.090
123 H 3.572 2.967 6.133  C115 1.090
124 H 4.535 0.937 4.005  C116 1.090
125 H 4.840 2.592 4.128  C116 1.090
126 H 3.396 1.312 1.606  C118 1.090
127 H 3.394 3.044 1.907  C118 1.090
128 H 1.938 2.193 1.866  C118 1.090
129 H 3.728 0.105 6.144  N119 1.010
130 H 2.400 0.829 5.635  N119 1.010
131 C 2.886 -1.807 -4.757  C132 1.600, H137 1.090, H138 1.090, H139 1.090
132 C 3.457 -2.948 -5.722  C131 1.600, C133 1.605, N136 1.420, H140 1.090
133 C 3.606 -4.339 -4.935  C132 1.605, O134 1.423, H141 1.090, H142 1.090
134 O 4.269 -5.353 -5.681  C133 1.423, C135 1.467
135 C 5.656 -5.057 -6.056  O134 1.467, H143 1.090, H144 1.090, H145 1.090
136 N 2.646 -3.194 -6.861  C132 1.420, H146 1.010, H147 1.010
137 H 2.750 -0.884 -5.320  C131 1.090
138 H 3.582 -1.764 -3.919  C131 1.090
139 H 1.896 -1.995 -4.341  C131 1.090
140 H 4.490 -2.752 -6.011  C132 1.090
141 H 2.670 -4.879 -4.789  C133 1.090
142 H 3.972 -4.218 -3.916  C133 1.090
143 H 6.130 -4.157 -5.665  C135 1.090
144 H 5.966 -5.238 -7.086  C135 1.090
145 H 6.096 -5.955 -5.623  C135 1.090
146 H 1.688 -3.323 -6.569  N136 1.010
147 H 2.972 -4.111 -7.133  N136 1.010
148 C -0.568 3.344 5.692  C149 1.529, H154 1.090, H155 1.090, H156 1.090
149 C -1.998 3.150 5.186  C148 1.529, C150 1.578, N153 1.476, H157 1.090
150 C -3.062 3.584 6.269  C149 1.578, O151 1.406, H158 1.090, H159 1.090
151 O -4.294 2.994 5.938  C150 1.406, C152 1.441
152 C -5.306 3.339 6.904  O151 1.441, H160 1.090, H161 1.090, H162 1.090
153 N -2.084 4.072 4.036  C149 1.476, H163 1.010, H164 1.010
154 H -0.432 2.693 6.556  C148 1.090
155 H -0.371 4.362 6.028  C148 1.090
156 H 0.157 2.991 4.959  C148 1.090
157 H -2.140 2.122 4.855  C149 1.090
158 H -3.280 4.642 6.416  C150 1.090
159 H -2.694 3.245 7.237  C150 1.090
160 H -5.824 4.297 6.937  C152 1.090
161 H -4.894 3.254 7.910  C152 1.090
162 H -6.122 2.617 6.851  C152 1.090
163 H -2.976 4.492 4.257  N153 1.010
164 H -2.112 3.698 3.099  N153 1.010